Run 1
ORCA calculation (the ωB97M-V functional and the def2-TZVPD basis) on C5H11FN as an isolated structure.

Geometry as XYZ:
```
18
Properties=species:S:1:pos:R:3:lowdin_charge:R:1
C -1.00018 0.37991 0.87233 -0.2341
C -1.22853 0.43168 -0.63178 -0.1372
C 0.26616 1.00642 1.11185 -0.1071
C 0.20394 0.56265 -1.24595 -0.0969
C 1.42719 -1.57887 0.13573 0.2712
N 0.98370 0.34812 -0.01551 -0.1072
F 2.30038 0.91709 -0.28943 0.0038
H -1.82606 0.80073 1.44087 0.1362
H -0.99282 -0.76340 1.06272 0.1383
H -1.75036 -0.48803 -1.00547 0.1292
H -1.99312 1.34016 -0.70983 0.1670
H 0.10098 2.14697 0.89948 0.2018
H 0.74142 0.77388 2.00227 0.1210
H 0.44196 -0.20909 -1.96931 0.1239
H 0.33857 1.53982 -1.68829 0.1396
H 2.57180 -1.61707 0.22700 0.1257
H 0.86245 -1.94914 1.00276 0.0783
H 0.93335 -1.86913 -0.74095 0.0464
```

Kohn-Sham gap = 0.3977 Ha
net charge = +1
HOMO = -0.5761 Eh

=====

Run 2
ORCA calculation (the ωB97M-V functional and the def2-TZVPD basis) on an isolated ion of composition C5H11FN and charge +1.

Geometry as XYZ:
```
18
Properties=species:S:1:pos:R:3:lowdin_charge:R:1
C -0.23696 0.33780 -0.01206 -0.2426
C -1.42676 -0.22013 0.09342 -0.2966
C -0.32133 1.87389 0.04191 -0.0254
C -1.74775 -1.64387 0.36560 0.0411
C 1.01926 -0.35408 0.31109 -0.0459
N 2.17083 -0.12886 -0.79739 0.2303
F -2.48175 0.59953 0.01006 0.1029
H -1.03487 2.21545 -0.71779 0.0914
H 0.71877 2.40825 -0.02380 0.1175
H -0.75617 2.10478 0.98007 0.0727
H -2.20918 -1.72665 1.29229 0.0880
H -2.43097 -1.86153 -0.40009 0.0886
H -0.85561 -2.21594 0.20244 0.0805
H 1.49915 0.14837 1.17004 0.1460
H 0.89571 -1.35449 0.45063 0.0824
H 3.03416 0.11185 -0.22161 0.2013
H 2.03218 0.64711 -1.32752 0.0954
H 2.13130 -0.94148 -1.41727 0.1726
```

SMILES = C/C(F)=C(/C)C[NH3+]
Kohn-Sham gap = 0.3506 Ha
net charge = +1
HOMO = -0.4935 Eh

=====

Short version: run 1 is the least stable of them.

=====

Run 1
ORCA calculation (the ωB97M-V functional and the def2-TZVPD basis) on C4H4HgO2 as an isolated structure.

Geometry as XYZ:
```
11
Properties=species:S:1:pos:R:3:lowdin_charge:R:1
H -1.42388 -1.68438 1.33442 0.2081
O 2.11966 -0.93551 0.23490 0.0155
C 1.30875 0.11246 -0.21727 -0.1843
C -0.07150 -0.09846 0.24252 0.0600
C -0.91965 -0.69455 1.10472 0.2677
H 3.00322 -0.83129 -0.12937 0.1258
H 1.28240 0.18917 -1.31835 0.1599
H 1.63218 1.09756 0.16311 0.1649
C -1.51256 -0.00342 0.06561 -0.2268
O -2.49517 0.65457 -0.32216 -0.2183
Hg -2.92344 2.19384 -1.15813 1.6276
```

Kohn-Sham gap = 0.1766 Ha
net charge = +2
HOMO = -0.6653 Eh

=====

Run 2
ORCA calculation (the ωB97M-V functional and the def2-TZVPD basis) on C4H4HgO2 as an isolated structure.

Geometry as XYZ:
```
11
Properties=species:S:1:pos:R:3:lowdin_charge:R:1
O -2.68420 1.23927 1.37864 0.3366
C -1.56160 1.20653 1.06606 -0.0109
C -0.73683 0.88806 0.07679 0.0044
C 0.57083 0.27375 0.27235 -0.1777
C 0.78629 -1.17027 0.19874 0.0047
H 1.32192 0.86390 0.79833 0.1903
H 1.62275 -1.61566 0.73634 0.1646
H -0.06733 -1.81832 -0.00393 0.1594
H -1.39985 0.75242 -0.84593 0.1809
Hg 0.94419 -0.25118 -2.75032 1.5163
O 1.20384 -0.36850 -0.92708 -0.3686
```

Kohn-Sham gap (alpha / beta) = 0.2125 / 0.1157 Ha
net charge = +2
HOMO (alpha / beta) = -0.6860 / -0.6296 Eh

=====

Short version: run 2 is the least stable of them.

=====

Run 1
ORCA calculation (the ωB97M-V functional and the def2-TZVPD basis) on C3H5N2O2 as an isolated structure.

Geometry as XYZ:
```
12
Properties=species:S:1:pos:R:3:lowdin_charge:R:1
C -0.27845 -0.71368 -1.16550 0.0553
C 0.48489 0.42171 -1.41576 -0.0334
C -0.02299 0.00001 1.04085 -0.1516
N -0.41581 -0.98898 0.13635 0.0706
N 0.85890 0.97322 -0.30117 -0.0957
O -1.19366 0.10241 1.74310 0.0918
O 1.59202 1.95817 -0.18262 0.1175
H -0.48118 -1.44836 -1.92538 0.1580
H 0.79761 0.84870 -2.37343 0.1648
H 1.02511 -0.16844 1.44939 0.1982
H -1.11636 -1.73433 0.46590 0.2299
H -1.25007 0.74956 2.52828 0.1946
```

Kohn-Sham gap (alpha / beta) = 0.3103 / 0.3104 Ha
net charge = +1
HOMO (alpha / beta) = -0.5409 / -0.5410 Eh

=====

Run 2
ORCA calculation (the ωB97M-V functional and the def2-TZVPD basis) on an isolated ion of composition C3H5N2O2 and charge +1.

Geometry as XYZ:
```
12
Properties=species:S:1:pos:R:3:lowdin_charge:R:1
C -2.24408 0.02994 -0.04856 -0.4825
C -0.00020 0.60541 -0.28084 -0.0530
C -0.38693 -1.22287 -0.32132 -0.0708
N -1.27105 1.04879 -0.12075 0.1680
N 0.34946 -0.44287 0.67060 0.1468
O -3.36461 0.21898 0.26881 0.2129
O -1.69597 -1.19447 -0.18466 0.1544
H 0.59901 1.08485 -0.92242 0.1318
H 0.05515 -1.97030 -0.95575 0.1760
H -1.33988 1.95829 -0.43283 0.1501
H 1.32210 -0.51452 0.68718 0.1609
H -0.12028 -0.29252 1.73855 0.3052
```

SMILES = O=C1N[C@H]2[NH2+][C@H]2O1
Kohn-Sham gap = 0.3768 Ha
net charge = +1
HOMO = -0.5277 Eh

=====

Run 3
ORCA calculation (the ωB97M-V functional and the def2-TZVPD basis) on an isolated ion of composition C3H5N2O2 and charge +1.

Geometry as XYZ:
```
12
Properties=species:S:1:pos:R:3:lowdin_charge:R:1
C 0.36078 0.81625 -0.41377 -0.0605
C 1.05729 0.49837 0.70047 0.0880
C -0.96019 1.37816 -0.79679 -0.0678
N 1.52056 -0.59679 1.06995 -0.0003
N -0.39862 -1.92575 0.09377 0.1651
O -1.36540 -2.35547 0.46991 0.2555
O 0.86019 -1.72536 1.18890 -0.0523
H 0.84595 0.35962 -1.35689 0.1716
H -1.72741 0.83760 -0.19989 0.0896
H -1.28426 0.97629 -1.82737 0.1236
H -1.15468 2.46444 -0.64876 0.1141
H 2.24578 -0.72735 1.72047 0.1734
```

SMILES = CC=C=[NH+]ON=O
Kohn-Sham gap = 0.3336 Ha
net charge = +1
HOMO = -0.5660 Eh

=====

Short version: run 3 is the least stable of them.

=====

Run 1
ORCA calculation (the ωB97M-V functional and the def2-TZVPD basis) on a 2-piece molecular cluster, CHN2O4 overall.

Geometry as XYZ:
```
8
Properties=species:S:1:pos:R:3:lowdin_charge:R:1
C -1.23118 0.47163 0.99275 -0.5778
N 0.41964 -0.35871 0.22303 0.0562
N 1.09609 -0.10698 -0.83168 -0.5986
O -1.08303 0.49736 2.16237 0.0938
O 1.81905 0.90987 -0.78417 -0.0784
O -1.89385 0.58457 0.01824 0.0861
O 1.08808 -0.86916 -1.78332 -0.0560
H -0.21479 -1.12858 0.00278 0.0746
```

Kohn-Sham gap = 0.3269 Ha
net charge = -1
HOMO = -0.1816 Eh

=====

Run 2
ORCA calculation (the ωB97M-V functional and the def2-TZVPD basis) on an isolated ion of composition CHN2O4 and charge -1.

Geometry as XYZ:
```
8
Properties=species:S:1:pos:R:3:lowdin_charge:R:1
C -0.32991 -0.29366 -0.32879 -0.0012
N 0.13988 -0.93218 -1.39563 -0.5216
N -1.80458 -0.58616 0.30046 -0.3936
O 1.29365 -0.60110 -1.76892 -0.0964
O -0.51105 -1.79626 -2.00079 -0.0495
O -2.51085 -1.45706 -0.14780 0.0201
O -2.07774 0.14807 1.24290 -0.0431
H 0.22010 0.46280 0.18675 0.0853
```

SMILES = O=[N+]([O-])C=[N+]([O-])[O-]
Kohn-Sham gap = 0.3141 Ha
net charge = -1
HOMO = -0.1546 Eh

=====

Short version: run 2 is the least stable of them.